Formula: C33H83BrFO9
Source: OMol25
Level of theory: the ωB97M-V functional and the def2-TZVPD basis

Structure (XYZ):
```
127
Properties=species:S:1:pos:R:3
H -0.02555 -3.79495 0.80121
H -0.34841 8.10574 1.02951
H -0.29517 7.54702 -1.84319
H -0.59930 -1.89214 -1.59574
H -1.10030 6.17615 -4.47928
C 0.62977 -1.14699 0.07442
H 0.29318 -4.01068 -3.76969
H -2.45043 -1.94474 0.42769
C -2.18041 9.29359 -1.65737
H 4.16363 -3.12720 2.28535
H -5.02594 -6.87921 -1.92340
C -1.90931 -2.75477 0.95046
H 1.25219 -6.92585 -0.71617
C 4.25639 -3.64736 5.01365
H 2.09639 -2.04065 -6.15289
H 2.33085 -4.49794 -5.67445
H 3.17488 -4.32046 -3.34348
O -3.93130 -4.44403 -1.71656
H 2.30550 -2.81121 -3.11758
C 0.49427 -7.07863 -1.48697
H 3.65266 -2.88463 -4.27014
C -0.77216 -3.36657 0.08041
O -0.57670 -8.69656 -2.91844
C 0.20726 4.25947 -2.95026
H -3.61981 -5.94191 -3.91964
C 1.82941 -3.83692 -4.96369
H -1.93456 -4.15786 3.35179
H 0.25738 3.58898 -2.09147
H 0.17602 9.26083 -0.18551
H -2.66826 -3.54831 1.11744
H 4.27181 3.49063 1.46817
O 0.39959 4.33176 3.04059
H -2.75925 3.01473 -0.67639
H 0.13029 5.69019 5.31673
H 0.93212 1.99803 5.40561
H 3.99639 5.57050 3.80072
C 0.44091 -8.53226 -1.92864
C -3.68034 2.71324 -0.17830
H 2.86948 6.73248 1.99019
H 5.34163 5.72935 1.05471
O -1.04694 7.18493 -1.36440
C -1.68035 8.25585 -0.66400
C -1.17080 4.20225 -3.59228
H 0.74443 -1.96525 -5.00630
H -2.26048 5.09257 -5.23338
H -3.61877 4.30526 1.26375
C -3.22365 -5.68000 -1.80324
C -0.00712 -2.29710 -0.75137
H -0.96567 -2.95389 4.32544
F 1.44726 -0.31471 -0.71558
H -2.62307 1.74895 1.95849
H 4.52184 -2.60731 4.80310
C 4.45558 5.64196 1.68677
H 5.42432 6.51773 3.40978
C -4.97632 2.79619 1.97413
H 2.57336 -8.89552 -1.75250
C 4.87410 5.61135 3.14904
C 2.80170 -3.43661 -3.86428
C 3.29044 -4.17831 3.96457
H 0.29786 4.29979 6.40602
H 1.18839 1.87211 3.65505
H -2.68912 10.11476 -1.14901
C -1.47276 -2.27612 2.35741
O 2.09726 -3.40103 3.97125
H -0.15305 -3.83011 3.02271
C -0.00373 4.60984 5.40320
C 1.77732 -8.99035 -2.49387
H 3.00200 -5.20047 4.21684
H -2.13568 -5.07405 -3.56042
C 3.67699 4.39260 1.30955
H -1.07166 4.40860 5.28325
H 2.76202 4.31639 1.90298
C -1.12014 -3.42345 3.34003
H 0.72233 -6.42466 -2.33397
H -2.34781 -5.59298 -1.15708
H 2.33134 -2.49483 3.74909
H -5.86191 3.18851 1.46910
H 0.58776 -2.91740 -6.47478
H -4.97315 3.15751 3.00484
C 1.28962 -2.61682 -5.69439
H 1.86055 4.13372 4.44335
H -2.87373 8.84056 -2.36828
H -0.53456 4.11585 2.92677
C -2.76683 -5.90200 -3.23241
H -4.52644 3.10500 -0.74661
H -0.34575 -8.14421 -3.67179
H 2.04771 -8.39757 -3.37249
C -1.26502 5.13923 -4.78776
H -1.38253 3.17987 -3.91062
H 1.72182 -10.03295 -2.81545
H 5.50532 4.74628 3.36207
C -4.11870 -6.80858 -1.31292
H 5.17313 -4.24039 5.04462
H -1.99248 5.45216 -2.33807
C 0.61549 2.38022 4.43256
H 3.20328 -4.52647 1.83413
O 3.65612 6.79888 1.44009
H -0.14513 -0.53372 0.56595
H -1.34945 9.70515 -2.23786
O -2.16388 4.54931 -2.63216
H 4.81692 -4.75862 2.53420
H -0.65024 -1.54970 2.36208
H -0.43420 2.11664 4.27791
H -5.05357 1.70647 2.01730
H -3.59919 -7.76906 -1.34996
H -0.47046 -6.76105 -1.09205
H 1.21851 -1.62637 0.87839
O -2.56745 2.71142 1.95722
H 3.37466 4.43014 0.26216
H -0.52800 4.88228 -5.55194
H -4.70366 -4.51025 -2.28498
Br -3.03248 -1.28412 3.20070
H -2.52722 7.82458 -0.12786
H 0.98710 3.97536 -3.66033
C 0.80176 3.88454 4.33555
H -3.71753 1.62008 -0.20687
H 0.16600 -9.16365 -1.08107
C 3.91009 -4.15082 2.57561
H -4.43840 -6.62276 -0.28573
H -2.20160 -6.83107 -3.32626
H 0.85059 -2.82527 -1.22195
H 3.79525 -3.66577 6.00281
O 0.74890 -4.57851 -4.40354
C -0.70343 8.86369 0.32976
H 0.42055 5.26640 -2.58216
H -1.16847 9.67231 0.89674
C -3.70195 3.21576 1.25622
```

As for the net charge: -1. The gap between HOMO and LUMO comes out at 4.15 eV. The value obtained for the highest occupied orbital energy is -0.075 Eh. The value obtained for the calculated total energy is -126753.8221 eV. As for the largest force on an atom: 1.4 eV/Å.

Atom charges from the Mulliken analysis, given in e for atoms 1 to 99:
1 H -0.266
2 H 0.272
3 H 0.263
4 H 0.383
5 H 0.255
6 C 0.196
7 H 0.262
8 H 0.279
9 C -1.351
10 H 0.321
11 H 0.363
12 C -0.586
13 H 0.455
14 C -1.376
15 H 0.400
16 H 0.247
17 H 0.284
18 O -0.526
19 H 0.173
20 C -0.508
21 H 0.427
22 C -0.230
23 O -0.589
24 C -1.055
25 H 0.442
26 C 0.410
27 H 0.340
28 H 0.284
29 H 0.356
30 H 0.213
31 H 0.374
32 O -0.311
33 H 0.223
34 H 0.358
35 H 0.401
36 H 0.154
37 C 0.280
38 C -1.213
39 H 0.339
40 H 0.300
41 O -0.386
42 C 0.410
43 C 0.430
44 H 0.312
45 H 0.317
46 H 0.195
47 C 1.406
48 C -0.203
49 H 0.434
50 F -0.375
51 H 0.162
52 H 0.351
53 C 0.388
54 H 0.330
55 C -1.351
56 H 0.386
57 C -1.108
58 C -1.086
59 C 0.393
60 H 0.394
61 H 0.305
62 H 0.400
63 C 0.416
64 O -0.408
65 H 0.224
66 C -1.508
67 C -1.362
68 H 0.280
69 H 0.210
70 C -0.782
71 H 0.324
72 H -0.091
73 C -1.261
74 H 0.055
75 H -0.463
76 H 0.284
77 H 0.407
78 H 0.315
79 H 0.324
80 C -1.283
81 H 0.059
82 H 0.340
83 H 0.195
84 C -1.074
85 H 0.393
86 H 0.341
87 H 0.297
88 C -1.303
89 H 0.334
90 H 0.329
91 H 0.356
92 C -1.532
93 H 0.392
94 H 0.317
95 C -1.200
96 H 0.249
97 O -0.547
98 H 0.014
99 H 0.327

---

Formula: C28H25Cl3IN5O2S2SbSe4W
Source: OMol25
Level of theory: the ωB97M-V functional and the def2-TZVPD basis

Structure (XYZ):
```
72
Properties=species:S:1:pos:R:3
H -3.60553 1.92281 1.44691
C 1.90145 -3.04781 -0.90033
H -0.00317 4.80884 0.02331
Se 8.75433 -1.09135 -3.19528
C 3.95653 -2.36604 1.95208
C 0.84579 -3.65640 -1.52648
H -5.58285 2.59928 0.03128
H -6.30683 2.81605 -2.47698
O -1.67123 2.04525 0.69686
N 3.48570 -1.22284 4.08762
C 1.37261 3.17611 1.72914
C -1.89370 4.20095 1.81763
H 2.91079 2.00258 2.75892
C -5.37463 2.42333 -2.10403
H -1.56606 -1.70223 -0.17874
C -1.32288 -5.20477 -2.94752
N 1.77720 -2.00468 -0.05742
N 2.20632 1.31996 0.82780
H -2.38503 3.74390 -0.21621
C 3.21260 -1.53286 2.83520
O 2.28695 -0.81729 2.21141
C -0.59173 -2.10442 -0.41647
C -0.56327 -7.45402 -3.00218
C -0.27806 3.76405 -0.10217
C -0.93578 -6.37605 -4.97644
H 2.90553 -3.41832 -1.06198
H 4.91685 -2.71274 2.31237
H 1.12508 4.03028 2.33620
W 3.36145 -0.48565 0.55017
H 2.85089 -0.61474 4.58735
H -2.87367 0.43557 0.83994
H -0.26432 -8.36997 -2.50633
C -1.64182 3.44868 0.53008
Se 4.75967 -1.48299 -1.21696
C 2.25550 2.17074 1.92553
Se 5.72207 -3.99952 -4.70171
H 3.40329 -3.01179 1.29007
I 5.41444 0.74146 1.60840
C -2.04725 4.25444 4.23336
H -2.72819 7.30970 2.92365
N -0.54554 -7.46941 -4.33270
H -0.30503 3.53363 -1.16588
C 0.51402 -1.55931 0.17325
C -2.99503 1.50165 0.64366
C -1.33120 -5.20777 -4.33169
C -1.81100 3.56779 3.05378
Cl -1.60724 0.74203 -2.24413
S -1.88667 -3.75839 -2.07849
H 1.03002 -4.50356 -2.17102
C -3.67051 1.74172 -0.67649
H -1.57278 2.51185 3.08550
Se 3.29829 0.14670 -1.77881
H 4.06619 -1.83303 4.64614
C -0.95292 -6.35042 -2.25663
C -3.14442 1.46800 -1.90571
H -1.63606 -4.33849 -4.89829
H 0.93224 1.41820 -0.92615
C -2.37617 5.60170 4.17986
S -4.18644 1.87285 -3.19895
N 0.77982 2.95218 0.50847
H -0.93417 -6.42648 -6.05875
Sb 6.97606 -2.40653 -3.68432
C -0.45552 -3.17641 -1.31638
C -2.22384 5.55376 1.80055
Cl -2.68313 6.46846 5.63741
H -1.98995 3.75522 5.19031
Cl -2.33542 6.39422 0.28151
H 0.39375 -0.74882 0.87951
C -2.46701 6.26169 2.96349
H -0.98240 -6.39546 -1.17577
C -4.97401 2.30174 -0.81082
C 1.28702 1.84320 -0.00052
```

As for the net charge: +3. The gap between HOMO and LUMO comes out at 3.46 eV. The calculation puts the energy above the lowest of the compared OMol25 structures with the same formula, charge and spin at 72.3 kJ/mol. The value obtained for the highest occupied orbital energy is -0.530 Eh. The value obtained for the calculated total energy is -378049.5429 eV. As for the largest force on an atom: 1.3 eV/Å.

Electronic structure analysis, Mulliken charges in units of e:
1 H 0.356
2 C -0.318
3 H 0.516
4 Se -0.096
5 C -0.701
6 C -1.021
7 H 0.422
8 H 0.461
9 O -0.220
10 N -0.334
11 C -0.575
12 C -0.383
13 H 0.553
14 C -0.421
15 H 0.596
16 C 0.232
17 N -0.116
18 N 0.369
19 H 0.848
20 C 0.499
21 O -0.389
22 C -1.173
23 C -0.343
24 C -1.481
25 C -0.411
26 H 0.469
27 H 0.352
28 H 0.559
29 W 0.895
30 H 0.258
31 H 0.376
32 H 0.391
33 C 0.097
34 Se -0.299
35 C -0.802
36 Se -0.117
37 H 0.377
38 I -0.120
39 C -0.980
40 H 0.477
41 N -0.526
42 H 0.446
43 C -0.508
44 C -0.918
45 C -0.144
46 C 0.095
47 Cl -0.179
48 S -0.130
49 H 0.376
50 C 0.118
51 H 0.376
52 Se 0.042
53 H 0.268
54 C -0.169
55 C 0.925
56 H 0.428
57 H 0.204
58 C 0.254
59 S -0.158
60 N 0.200
61 H 0.389
62 Sb 1.240
63 C 1.183
64 C 0.592
65 Cl -0.164
66 H 0.440
67 Cl -0.166
68 H 0.839
69 C -0.730
70 H 0.451
71 C -0.972
72 C 0.095

---

Formula: C17H60N10O13
Source: OMol25
Level of theory: the ωB97M-V functional and the def2-TZVPD basis

Structure (XYZ):
```
100
Properties=species:S:1:pos:R:3
O 1.77045 -3.20890 2.48844
H -1.32970 -0.63136 -0.32042
H -0.61030 -5.44949 -0.32897
H -2.80547 -1.43008 -2.43891
N 0.41471 1.66025 3.57577
H -0.62828 1.56466 -0.80463
H -1.77233 3.92105 -0.62374
H 3.38456 -0.06138 0.79799
O -1.61880 2.20205 2.44466
H -3.41934 0.25497 0.61788
H 0.75106 -2.99727 -4.48148
H 3.36674 -1.01351 -3.44075
H -3.54468 0.74214 -1.91646
H -0.28583 -1.97353 -3.60463
O 2.35901 4.04130 -0.19809
C 4.49516 -1.68800 -1.87935
H 0.65954 -1.82118 2.92717
H 1.32505 -2.49489 0.58810
H 0.14133 0.66324 3.53179
O -2.93649 -0.02393 -0.10323
H 0.98231 1.92265 4.39787
H 0.27855 4.86000 0.95311
H -1.77159 -1.65333 4.80859
H 2.58333 2.25236 -2.15727
C 0.58626 -0.15896 -0.13886
H 2.23879 1.51955 -3.72439
H -2.39721 2.54826 0.28424
C -1.16792 -1.37028 2.71969
H -0.17160 -1.76865 -1.05749
H 6.05271 -2.75508 -2.37089
H -3.97004 -2.13630 -1.25384
C -2.06678 2.88252 -0.75258
H 5.47880 -1.82417 -3.70541
H 0.72865 -0.04460 -4.49068
N -0.37688 -0.88291 -0.64017
H 2.48729 -3.74237 2.87611
N 2.17719 2.65295 1.69498
C 0.76365 -2.07476 -3.94581
N -6.34447 2.33344 1.75321
C -0.57090 2.43445 3.33578
H 2.83807 -3.51162 0.81973
C -3.76163 -1.30477 -1.87635
C -1.95243 -3.86537 -0.38938
H -7.01563 2.99920 1.46603
H -0.09408 -4.03268 0.88960
H 2.69623 -0.84401 -1.86667
H 2.70022 -1.86020 1.62633
N 0.15783 0.77845 0.65243
O 1.91501 -0.31241 -0.40166
O -4.65397 3.59171 0.85302
O 2.60770 -0.73896 -4.90299
H -4.55833 0.78133 2.55185
H 0.11383 3.88722 4.71594
C 2.16291 -2.75075 1.25573
H 2.86775 -0.04998 -5.46682
H 1.11331 1.37298 -2.51978
H -2.65104 -4.38813 0.21581
C -3.82832 0.00768 -1.17524
H -6.72526 1.82409 2.59300
C -5.05801 2.54088 1.65882
O 0.11817 -1.05054 3.03600
O 1.11663 3.22917 -3.35506
C 1.73223 3.61615 1.00390
C 1.79868 2.05364 -2.89699
H -3.00842 -2.06411 3.64995
C -1.91160 -2.13494 3.85650
N 0.79485 4.20056 1.52598
H 2.78663 1.91209 1.33359
H -1.71014 -0.42074 2.49378
H 5.38022 1.90925 0.92416
H -3.03686 2.79751 -1.19633
N 3.52692 -1.03452 -2.40789
N 5.43818 -2.02675 -2.72727
O 3.92632 0.62669 1.24243
H 0.33160 3.93067 2.46439
H -2.24129 -4.11075 -1.34898
N -0.37223 3.60678 3.84409
H -4.85072 0.19470 -0.79438
H -0.76692 0.84805 1.11347
H -1.13850 -2.00176 1.77898
C 1.23498 -0.89415 -4.87405
C 4.78070 1.20043 0.35723
H -2.07411 -2.82349 -0.22288
H 1.02466 -4.13339 -1.42394
C -0.50260 -4.35810 -0.15706
O 4.60287 -2.05846 -0.52277
H 0.27157 2.85894 -3.70621
H 1.57322 2.29082 2.45174
H -4.57535 -1.26868 -2.56036
H 1.32468 -2.31673 -3.03074
H -3.12578 1.91031 2.20722
H -1.17429 4.28953 3.72530
O -1.14483 2.12362 -1.39860
H 4.20025 1.78210 -0.38184
H 0.82643 1.52482 1.02620
H -1.59140 -3.15320 3.87636
N -4.20539 1.67177 2.15389
H 0.86824 -0.96063 -5.87485
O 0.18810 -3.74319 -1.15440
H 5.47361 0.60096 -0.14730
```

The gap between HOMO and LUMO comes out at 7.34 eV. The calculation puts the energy above the lowest of the compared OMol25 structures with the same formula, charge and spin at 759.3 kJ/mol. The value obtained for the highest occupied orbital energy is -0.284 Eh. The value obtained for the calculated total energy is -60115.3209 eV. As for the largest force on an atom: 13.2 eV/Å.

Atom charges from the Mulliken analysis, given in e for atoms 1 to 99:
1 O -0.613
2 H -0.477
3 H 0.465
4 H 0.073
5 N -0.274
6 H 0.470
7 H 0.395
8 H 0.201
9 O -0.498
10 H -0.242
11 H 0.521
12 H 0.575
13 H 0.196
14 H -0.103
15 O -0.757
16 C 0.373
17 H 0.193
18 H -0.357
19 H 0.178
20 O 0.190
21 H 0.292
22 H 0.247
23 H 0.395
24 H -0.099
25 C -0.157
26 H 0.401
27 H 0.178
28 C 1.736
29 H -0.142
30 H 0.273
31 H 0.308
32 C -0.973
33 H 0.159
34 H 0.092
35 N 1.532
36 H 0.365
37 N -0.491
38 C -0.392
39 N -0.443
40 C -0.589
41 H 0.219
42 C -1.328
43 C -1.052
44 H 0.278
45 H -0.017
46 H -0.550
47 H 0.656
48 N 1.386
49 O 0.246
50 O -0.716
51 O -0.649
52 H 0.210
53 H 0.233
54 C -0.221
55 H 0.264
56 H -0.705
57 H 0.515
58 C -0.227
59 H 0.212
60 C 0.582
61 O -0.693
62 O -0.595
63 C 0.423
64 C 0.626
65 H 0.342
66 C -1.620
67 N -0.191
68 H 0.174
69 H -0.525
70 H 0.287
71 H 0.396
72 N 0.254
73 N -0.394
74 O -0.779
75 H 0.547
76 H 0.555
77 N -0.398
78 H 0.421
79 H -0.431
80 H -0.292
81 C -0.308
82 C -0.504
83 H -0.233
84 H 0.261
85 C -0.058
86 O -0.722
87 H 0.336
88 H 0.526
89 H 0.576
90 H -0.081
91 H 0.133
92 H 0.358
93 O -0.417
94 H -0.006
95 H -0.981
96 H 0.376
97 N -0.262
98 H 0.505
99 O -0.456

---

Formula: C4H5N3
Source: OMol25
Level of theory: the ωB97M-V functional and the def2-TZVPD basis

Structure (XYZ):
```
12
Properties=species:S:1:pos:R:3
H -1.13385 1.17985 -0.10009
C 0.99628 0.45795 1.24010
N -1.11465 -0.65918 2.30714
H -1.16035 -0.61222 -1.94686
N 0.34415 -1.42123 -0.74357
H -0.17241 1.63564 -1.51292
C -0.37349 -0.48230 -1.19387
C -0.22290 0.93671 -0.67092
C -0.16082 -0.19783 1.84060
N 0.97976 1.05872 0.12461
H 1.91948 0.42148 1.81492
H 0.09881 -2.31760 -1.15913
```

As for the structure (SMILES): [H]/N=C/C/N=C\C#N. The gap between HOMO and LUMO comes out at 10.51 eV. The calculation puts the energy above the lowest of the compared OMol25 structures with the same formula, charge and spin at 219.8 kJ/mol. The value obtained for the highest occupied orbital energy is -0.380 Eh. The value obtained for the calculated total energy is -8697.5343 eV. As for the largest force on an atom: 1.1 eV/Å.

Electronic structure analysis, Mulliken charges in units of e:
1 H 0.316
2 C 0.032
3 N -0.385
4 H 0.370
5 N -0.526
6 H 0.348
7 C 0.038
8 C -0.660
9 C 0.318
10 N -0.447
11 H 0.356
12 H 0.239